The following is a DFT calculation (the ωB97M-V functional and the def2-TZVPD basis) of an isolated molecule of C8H14N4O2S.

XYZ file:
```
29
Properties=species:S:1:pos:R:3:forces:R:3:nbo_charge:R:1
S 0.057257 1.916668 -3.500119 -2.830 0.719 0.908 -0.014
O 1.786969 0.119885 -3.944608 2.477 -1.389 -0.737 -0.558
O -2.481169 -1.131383 -3.163509 0.045 -1.006 -0.758 -0.555
N -0.294509 -0.105160 -0.201945 -1.759 -2.390 -2.129 -0.294
N 0.608371 0.082798 0.693560 1.873 1.954 1.419 -0.265
N -1.706330 0.542991 -1.892081 0.468 -0.405 -0.531 -0.652
N -0.237636 -0.702737 -3.289377 2.703 -1.728 -0.704 -0.519
C 0.699590 -0.295525 1.897034 -0.584 -2.028 0.088 0.253
C -1.011890 2.124192 -0.060884 -0.749 1.294 0.506 -0.700
C 0.682626 0.292223 -3.589707 -1.775 1.062 0.793 0.562
C -0.297789 -1.240195 2.625061 -0.318 0.459 0.131 -0.696
C -1.027244 0.802921 -0.720605 1.860 -0.671 1.820 0.389
C 1.897685 0.167739 2.687308 1.334 0.791 -0.586 -0.670
C -1.497558 -0.534837 -2.833273 -2.250 2.152 2.219 0.830
C 0.261442 -2.092323 -3.509528 0.662 -1.108 -1.442 -0.430
H 0.243303 -2.186635 2.987685 -0.764 1.580 -0.213 0.229
H -1.200229 2.886774 -0.789767 -0.459 0.642 -0.307 0.225
H -0.791206 -0.631357 3.482249 0.879 -1.363 -1.165 0.227
H 1.759145 1.290815 2.625727 0.504 -1.116 1.105 0.237
H -0.662773 -2.705985 -3.522106 0.840 0.072 0.614 0.238
H -1.105798 -1.568095 1.920986 0.685 0.361 0.603 0.232
H -0.020912 2.349940 0.328661 0.329 -0.407 -0.079 0.248
H 2.948738 0.002978 2.260250 -1.699 -0.035 -0.092 0.237
H 1.973399 -0.329994 3.673366 -0.488 0.898 -0.241 0.220
H -1.671187 2.279510 0.834011 0.205 -0.466 -0.959 0.234
H 0.702914 -2.291369 -4.573556 -0.756 1.030 1.812 0.223
H 1.083654 2.561938 -3.881375 2.080 0.501 -0.851 0.129
H -2.588701 1.001493 -1.942432 -0.693 -0.138 -0.382 0.409
H 1.107768 -2.417832 -2.789331 -1.820 0.736 -0.840 0.231
```
Forces are in eV/Å.

Results
net charge: 0
SMILES string: CC(C)=N/N=C(\C)NC(=O)N(C)C(=O)S

The following is a DFT calculation (the ωB97M-V functional and the def2-TZVPD basis) of a cluster of 2 separate species, C4H3O2S in total.

XYZ file:
```
10
Properties=species:S:1:pos:R:3:forces:R:3:nbo_charge:R:1
S 2.407718 0.986660 -0.905593 -0.226 0.070 0.688 -0.408
O 0.898436 -1.842783 -0.125108 1.193 0.091 0.627 -0.555
O 2.103964 0.764559 1.771470 -0.732 -0.370 -0.184 -0.607
C -0.774775 0.295188 -0.203690 3.631 1.383 0.681 -0.277
C 1.829242 0.413883 0.635980 2.180 0.369 -0.861 0.246
C -1.950575 -0.259497 -0.371216 -1.467 -0.181 0.367 -0.517
C 0.985541 -0.696776 0.166868 -5.061 0.635 -1.055 0.567
H -2.077343 -1.344600 -0.320870 0.284 0.082 -0.042 0.186
H -2.948743 0.266172 -0.430363 1.274 -0.189 -0.217 0.177
H -0.473467 1.417197 -0.217478 -1.074 -1.891 -0.003 0.189
```
Forces are in eV/Å.

Results
net charge: -1

The following is a DFT calculation (the ωB97M-V functional and the def2-TZVPD basis) of a cluster of 2 separate species, C4H10O3 in total.

XYZ file:
```
17
Properties=species:S:1:pos:R:3:forces:R:3:nbo_charge:R:1
O 0.742065 1.057204 -1.191380 -0.282 -0.009 -0.079 -0.690
O 0.936135 5.392002 0.358741 -0.361 0.029 -0.139 -0.934
O 2.170632 -0.064728 0.118633 -0.180 0.121 -0.072 -0.597
C -1.321927 -2.642021 0.793097 0.679 -0.513 0.740 -0.605
C -0.832611 -1.235961 0.521275 -0.181 0.136 -1.001 -0.386
C 1.146219 -0.039465 -0.514760 0.182 -0.182 0.157 0.799
C 0.193319 -1.209566 -0.640500 0.236 0.887 0.273 -0.506
H -1.921711 -2.720838 1.699037 -0.329 0.229 -0.138 0.215
H -0.339960 -1.095290 -1.572342 -0.092 -0.250 -0.361 0.222
H -1.677928 -0.639432 0.160554 0.054 0.105 0.355 0.203
H -0.478844 -3.314777 0.996360 0.018 0.127 -0.184 0.204
H -0.429609 -0.741112 1.395608 0.128 -0.112 0.293 0.213
H -1.860028 -3.058509 -0.046973 -0.248 -0.037 -0.206 0.206
H 0.041969 5.575985 0.033481 0.325 -0.058 0.142 0.469
H 0.847547 -2.069760 -0.672432 -0.105 -0.424 0.120 0.230
H 1.403252 5.040650 -0.404480 0.039 0.041 -0.015 0.465
H 1.381487 1.765623 -1.033911 0.120 -0.091 0.116 0.492
```
Forces are in eV/Å.

Results
net charge: 0
SMILES string: CCCC(=O)O.O

Result set for HOMO: -8.263 -4.159 -10.445 eV, one per record in the order listed.